Below is a 5-piece molecular cluster, C35H66BF6N2O15 overall at a distorted geometry, with properties calculated with the ωB97M-V functional and the def2-TZVPD basis.

* orbital gap: 6.139 eV
* multiplicity: 1
* charge: -1

XYZ file:
```
125
Properties=species:S:1:pos:R:3:forces:R:3:mulliken_charge:R:1
H -6.443875 -3.909276 -2.080045 0.18 0.05 -0.25 0.196
H 11.821940 -3.350679 5.429154 -0.16 -0.05 -0.06 0.288
C -10.494200 7.836458 6.127115 -0.23 -0.25 -0.02 -1.087
C -2.137406 -1.396202 -0.865196 0.61 -0.64 -0.54 -0.392
H -2.519830 3.387117 0.332129 -0.04 -0.18 0.01 0.323
H 10.108302 1.406384 6.281821 -0.10 0.11 -0.10 0.291
H 6.689694 -1.385956 -3.551571 -1.41 -0.16 0.57 0.272
B 2.337788 -0.175637 -1.941715 0.20 -2.16 -2.74 0.630
H -0.844726 -2.413501 -2.422489 -0.41 1.53 0.32 0.015
H 12.548027 -3.647608 3.840259 -0.06 0.29 -0.05 0.224
H -9.151736 2.320238 8.263813 0.03 0.29 0.06 0.228
C 4.568320 0.475265 -1.565901 -2.61 0.09 1.18 0.892
F 5.374538 3.387808 -1.372631 -2.17 -0.51 -0.24 -0.253
C -6.217280 -4.596551 -5.222876 0.06 0.24 -0.06 0.711
H -0.434041 0.576545 -1.495541 0.34 -0.83 -0.89 -0.098
O 11.445109 -1.932754 3.967881 -0.23 0.15 0.01 -0.334
C -9.065977 7.567661 6.562866 -0.16 0.46 -0.38 -0.168
H -8.687914 8.434461 7.108761 0.05 -0.29 0.19 0.284
C -2.990724 2.890186 -0.518023 0.58 -0.06 -0.15 0.035
O 3.631408 -0.625308 -1.360121 0.49 1.84 0.46 -0.590
H -4.533685 -4.616253 -7.974555 0.04 0.07 0.34 0.298
C -1.338066 -1.893952 0.417489 -0.29 -0.10 0.89 1.026
H -3.017892 -2.062591 1.984776 1.03 0.91 -0.22 0.285
H -10.378277 2.898422 7.123345 0.12 0.02 -0.13 0.285
H -10.545077 8.730638 5.502594 0.05 -0.02 0.08 0.355
H -7.142299 -5.305414 -2.915543 -0.04 0.12 -0.15 0.295
H -2.080273 -4.053701 0.106453 1.06 0.74 0.41 0.279
C 5.600573 -1.398798 -3.179339 0.79 0.86 -0.51 0.027
O -5.260442 -4.281260 -6.105816 -0.06 -0.15 0.32 -0.314
C -2.077235 -1.453680 1.793429 1.22 -0.37 -0.31 -1.325
C -9.141040 5.246398 6.905275 -0.15 0.12 0.05 0.786
F 3.648956 3.768858 -2.774333 0.64 -1.20 2.15 -0.318
H -0.360992 -3.692705 -0.471525 -1.00 0.10 1.26 0.197
O 10.262730 -0.113008 4.094706 0.17 -0.50 -0.15 -0.346
C 4.249276 -4.306732 -2.829517 -1.00 -0.53 -0.36 -0.484
O -9.320885 5.021319 5.734241 0.13 0.03 0.30 -0.547
O -7.227563 -5.214184 -5.458234 0.28 0.06 0.08 -0.572
H -2.789794 1.818156 -0.495304 -0.05 0.13 0.14 -0.211
H 10.811974 -3.918849 4.058442 0.01 0.13 0.15 0.289
H -2.841983 -0.010085 -3.181725 0.92 -1.27 -0.30 0.160
H 8.333325 1.511321 6.343676 0.05 0.00 -0.08 0.363
H -6.268991 -2.823096 -8.101817 0.11 -0.09 -0.10 0.290
H -1.306267 -1.668777 2.617195 -1.30 0.18 -0.92 0.382
C -5.484611 -4.724859 -7.449058 -0.16 -0.06 -0.55 -0.197
H -2.611988 -0.368354 -0.761181 0.69 -1.13 0.21 -0.485
H 5.601664 -1.955956 -2.195470 -0.31 0.69 -1.22 0.048
H 4.163995 -1.365081 -4.968403 0.91 -0.84 1.11 0.304
C -7.172940 2.481666 1.494635 -0.24 -0.10 0.48 -0.256
O -4.395242 3.154330 -0.521691 -0.39 -0.14 0.25 -0.335
C 11.654333 -3.290014 4.352058 0.13 -0.39 0.02 -0.635
F 3.886607 4.050854 0.846342 -1.69 0.00 -2.65 -0.239
H -7.742388 -3.648325 -3.256870 -0.01 -0.17 -0.04 0.305
C -0.054082 -0.297788 -2.132790 -1.01 -0.21 0.41 -0.316
C 10.295284 -1.413297 4.426405 -0.06 0.35 0.12 0.762
H -5.880711 2.975372 3.164677 -0.10 -0.13 -0.07 0.336
O -5.872721 -4.083496 -4.033574 -0.02 -0.19 -0.35 -0.231
C 3.301990 4.173183 -0.427242 0.24 1.53 0.37 0.570
C -1.261209 -1.364640 -2.211794 -0.64 0.13 -0.11 0.818
H -7.593715 2.840421 3.582932 -0.03 0.06 -0.08 0.226
N 3.149625 -4.630503 -1.843580 0.83 -0.03 -0.25 -0.511
O 1.104254 -0.841502 -1.502408 -0.69 1.07 0.35 0.033
C -6.894735 3.176730 2.814201 0.30 0.10 0.10 -0.917
F 3.581097 5.511495 -0.816912 -0.52 -2.41 0.72 -0.293
H 3.505290 -5.267763 -1.121785 -0.42 0.18 -0.52 0.186
H -6.982679 4.260236 2.702707 -0.17 -0.08 -0.01 0.283
O 2.349300 1.301953 -2.145563 2.64 2.32 1.69 -0.493
H -1.787745 -0.939078 -4.403442 -0.53 0.03 1.18 0.391
C 7.270591 -1.094671 -0.147698 0.44 1.47 1.14 -1.233
H 5.211031 -4.040640 -2.294824 -1.30 -0.07 -0.47 0.292
F 3.049877 1.505791 -0.043594 1.14 1.31 -0.77 -0.411
H 5.440630 -2.657619 -5.042227 -0.78 0.63 1.04 0.350
H 8.095215 -0.884750 0.623839 -0.91 -0.56 -0.95 0.396
O 9.453011 -2.009975 5.049749 0.26 0.11 -0.25 -0.542
H -2.259253 -0.328194 1.827179 -0.05 -1.53 -0.18 0.253
H -11.141072 7.972352 6.997495 0.11 0.13 -0.01 0.291
C 7.779505 1.402607 -1.059292 0.52 -1.06 -0.61 -1.092
C 9.176700 0.893472 6.029199 0.15 -0.20 0.22 -1.158
C 3.671226 -3.172792 -3.793893 0.20 -0.70 -0.60 -0.060
F 1.919986 4.072386 -0.402994 2.89 -0.03 0.32 -0.210
O -8.993311 6.455395 7.463720 0.15 -0.33 0.03 -0.361
H 4.442915 -5.269685 -3.408606 0.24 1.28 0.29 0.278
O -4.566758 1.839737 1.314630 -0.25 0.13 -0.21 -0.535
H -0.284295 -1.453872 0.506192 -1.52 -0.38 -0.62 -0.058
H -0.708208 -3.869000 1.352564 -0.49 0.42 -1.27 0.371
H -8.201255 2.688064 1.190018 0.21 0.08 -0.25 0.314
H -3.121289 -1.788608 -3.479724 1.08 0.87 0.19 0.278
C 9.110351 0.614536 4.539378 -0.50 0.32 0.34 -0.134
H -6.644285 -4.181015 -9.188188 0.08 0.01 0.05 0.356
H -7.510848 -3.981366 -7.659487 0.09 -0.13 -0.04 0.313
H -7.073622 1.396206 1.579519 0.21 0.11 -0.03 0.291
H 8.193434 0.086314 4.265936 0.18 -0.13 0.07 0.308
C 5.227474 0.167584 -2.975670 0.20 0.06 -0.81 -1.335
H 7.767942 -1.592676 -1.035058 -0.73 0.65 0.91 0.266
H -5.741641 -5.787346 -7.463742 -0.10 0.12 0.17 0.303
H 9.156340 -0.031207 6.609001 -0.11 0.04 -0.11 0.321
H 9.108976 1.561960 3.996802 0.25 -0.22 -0.14 0.304
O -9.081676 4.325948 7.879178 0.06 0.28 -0.18 -0.336
O -6.330273 2.982491 0.450603 0.11 -0.11 -0.21 -0.381
H -2.569099 3.300312 -1.435603 -0.29 0.04 0.04 0.226
H 2.756293 -2.714804 -3.301996 1.45 -0.19 -0.40 -0.241
C 6.684291 0.362220 -0.528245 -0.98 -0.13 0.79 0.871
C -1.122212 -3.493820 0.361385 0.25 0.81 -0.41 -1.219
H -2.998890 -2.129867 -1.045606 0.98 0.92 0.31 0.279
H 2.357416 -5.062468 -2.345965 0.73 0.23 0.51 0.196
C -9.334639 2.996093 7.428392 -0.02 -0.46 -0.04 -0.570
H 8.678710 0.791337 -1.417629 -1.04 0.84 0.51 0.346
H 3.278824 -3.718798 -4.729305 0.47 0.78 1.21 0.401
C 4.742249 -2.113151 -4.316300 -0.53 -0.42 -0.05 -0.832
H 6.456817 -1.715995 0.342026 0.99 0.80 -0.89 0.270
H 7.428871 2.008836 -1.951568 0.12 -0.65 1.35 0.293
H 0.128432 0.104344 -3.184457 0.14 -0.56 1.15 0.208
H -10.901030 6.999346 5.556894 0.14 0.07 -0.04 0.310
C 3.506809 1.688719 -1.421284 -2.09 -2.06 -0.04 -0.087
C -6.865324 -4.255202 -3.023919 -0.19 -0.01 0.42 -0.665
C 3.992074 3.198189 -1.513400 -0.47 1.06 -0.85 0.557
H 2.434835 -0.567391 -3.096177 -0.21 -0.13 -1.08 -0.461
C -6.537545 -3.881536 -8.143477 -0.26 0.15 0.16 -1.094
H -8.667682 2.722299 6.609015 -0.15 0.12 0.00 0.230
C -2.300775 -1.001717 -3.394299 0.11 0.02 0.29 -1.255
C -5.051576 2.577251 0.493170 0.19 0.15 0.00 0.748
N 5.413105 0.616080 -0.346443 3.71 -1.83 -2.92 -0.395
H 4.489138 0.400497 -3.823120 0.74 -0.10 1.60 0.643
H -8.403735 7.411496 5.707387 -0.12 -0.19 0.07 0.301
H 8.161790 2.095261 -0.248333 -0.74 -0.82 -0.78 0.292
H 6.153267 0.794776 -3.214947 -1.21 -0.69 0.60 0.190
```
Positions in Å, forces in eV/Å.